Entry 1:
# C34H62Cl2O16S5

9 unconnected molecules or ions with the total composition C34H62Cl2O16S5 at a distorted geometry (ωB97M-V/def2-TZVPD, the OMol25 dataset).

XYZ file:
```
119
Properties=species:S:1:pos:R:3
O -0.866 3.670 1.553
S -1.358 5.013 1.399
O -0.808 6.111 2.158
C -1.255 5.331 -0.375
C -2.489 6.150 -0.712
C -3.653 5.656 0.160
C -3.152 5.201 1.532
H -1.363 4.331 -0.801
H -0.288 5.735 -0.651
H -2.266 7.205 -0.552
H -2.714 6.045 -1.773
H -4.279 4.927 -0.345
H -4.292 6.533 0.293
H -3.622 4.242 1.759
H -3.364 5.856 2.369
O -3.392 2.003 -2.751
S -4.677 2.679 -2.754
O -4.721 4.077 -3.106
C -5.902 1.690 -3.690
C -6.749 0.898 -2.713
C -6.117 0.980 -1.319
C -5.382 2.288 -1.120
H -5.235 1.175 -4.381
H -6.449 2.449 -4.247
H -7.769 1.272 -2.671
H -6.796 -0.146 -3.014
H -5.444 0.139 -1.114
H -6.853 0.902 -0.512
H -4.633 2.393 -0.344
H -6.120 3.099 -1.017
O 2.887 0.372 4.375
S 1.627 -0.185 4.806
O 0.835 0.517 5.783
C 0.603 -0.617 3.393
C 1.114 -1.994 2.980
C 1.321 -2.775 4.278
C 1.963 -1.889 5.353
H 0.511 0.218 2.706
H -0.398 -0.729 3.826
H 0.360 -2.492 2.373
H 2.044 -1.885 2.422
H 1.947 -3.651 4.090
H 0.377 -3.180 4.648
H 3.031 -2.012 5.475
H 1.436 -1.956 6.301
O 4.897 -1.359 -4.176
S 3.567 -0.801 -4.202
O 3.167 0.339 -3.410
C 3.092 -0.509 -5.917
C 2.332 -1.748 -6.324
C 1.443 -2.066 -5.116
C 2.385 -2.149 -3.925
H 3.962 -0.214 -6.498
H 2.449 0.373 -5.865
H 1.709 -1.588 -7.205
H 2.978 -2.593 -6.560
H 0.855 -2.974 -5.248
H 0.720 -1.268 -4.923
H 2.951 -3.080 -3.931
H 1.973 -2.022 -2.922
O -3.777 1.751 1.804
S -3.822 0.734 2.835
O -2.633 0.517 3.617
C -5.307 1.013 3.871
C -5.856 -0.393 4.071
C -5.749 -1.145 2.736
C -4.358 -0.866 2.174
H -5.988 1.544 3.199
H -5.112 1.607 4.753
H -5.203 -0.879 4.804
H -6.887 -0.377 4.415
H -6.562 -0.843 2.072
H -5.866 -2.207 2.939
H -4.261 -0.848 1.094
H -3.686 -1.612 2.593
O 3.651 0.880 0.677
C 4.792 0.996 0.882
C 5.856 1.636 0.000
C 7.137 1.137 0.624
C 6.727 0.809 2.064
O 5.345 0.493 1.991
H 5.647 1.380 -1.032
H 5.743 2.712 0.164
H 7.494 0.241 0.110
H 7.973 1.837 0.579
H 7.313 -0.034 2.407
H 6.888 1.680 2.700
O 0.858 -2.084 -0.766
C 0.283 -1.047 -0.594
C 0.723 0.378 -0.901
C -0.590 1.169 -0.774
C -1.381 0.325 0.222
O -0.800 -0.993 0.204
H 1.433 0.647 -0.108
H 1.346 0.472 -1.790
H -0.292 2.078 -0.251
H -1.085 1.345 -1.721
H -1.248 0.677 1.242
H -2.421 0.392 -0.099
O 7.266 -2.607 1.063
C 6.134 -2.652 0.659
C 4.874 -3.153 1.385
C 3.785 -2.712 0.421
C 4.469 -2.775 -0.924
O 5.833 -2.399 -0.642
H 4.951 -4.234 1.508
H 4.782 -2.681 2.361
H 2.897 -3.348 0.422
H 3.533 -1.671 0.636
H 4.473 -3.808 -1.294
H 4.006 -2.134 -1.670
Cl 3.311 -6.391 -1.575
C 1.950 -5.379 -2.172
C 0.690 -5.796 -1.435
Cl -0.735 -5.226 -2.379
H 1.866 -5.558 -3.238
H 2.204 -4.346 -1.962
H 0.654 -5.361 -0.441
H 0.604 -6.874 -1.376
```

Values from the calculation:
E in eV: -148243.74546
Spin multiplicity: 1

Löwdin population analysis, charges in e, atoms 1 to 5:
1. O -0.32
2. S 0.68
3. O -0.32
4. C -0.22
5. C -0.21

=====

Entry 2:
# C7H11N3

2 unconnected molecules or ions with the total composition C7H11N3 at a distorted geometry (ωB97M-V/def2-TZVPD, the OMol25 dataset).

XYZ file:
```
21
Properties=species:S:1:pos:R:3
C 1.516 -1.508 0.241
C 1.718 0.981 -2.535
C -2.284 0.542 1.324
C -2.207 -0.161 0.028
C -0.787 0.542 1.728
C -0.827 -0.835 -0.146
C 1.129 -0.569 1.036
N 1.715 -2.655 -0.097
N 2.792 0.454 -2.936
N -0.162 -0.346 0.861
H 1.281 1.709 -1.723
H -2.666 1.599 1.298
H -2.731 0.019 2.077
H -3.011 -0.897 0.050
H -2.380 0.479 -0.831
H -0.263 1.534 1.720
H -0.710 0.371 2.776
H 1.886 -2.815 -1.035
H 0.636 0.637 -2.974
H 1.742 0.221 1.591
H 3.613 0.698 -2.451
```

Values from the calculation:
Energy relative to the best compared isomer or geometry (same formula, charge and spin) in kcal/mol: 126.0
Spin multiplicity: 1

Löwdin population analysis, charges in e, atoms 1 to 5:
1. C -0.19
2. C -0.20
3. C -0.16
4. C -0.21
5. C -0.18

=====

Entry 3:
# H16HgO8

A molecular structure, H16HgO8 at a distorted geometry (ωB97M-V/def2-TZVPD, the OMol25 dataset).

XYZ file:
```
25
Properties=species:S:1:pos:R:3
Hg 0.047 0.047 -0.062
O -1.328 0.096 1.867
H -1.376 -0.519 2.599
H -1.854 0.845 2.148
O 1.438 -0.284 2.030
H 1.983 0.432 2.357
H 1.237 -0.807 2.807
O 0.086 -0.462 -2.431
H 0.355 0.194 -3.074
H -0.555 -1.002 -2.894
O 1.041 -2.093 -0.281
H 1.113 -2.976 0.080
H 1.755 -2.033 -0.915
O 2.259 0.556 -0.735
H 3.149 0.205 -0.718
H 2.368 1.478 -0.966
O 0.322 2.318 0.800
H -0.198 3.118 0.877
H 1.076 2.466 1.371
O -1.805 -1.695 -0.429
H -2.537 -2.072 0.059
H -1.946 -1.981 -1.331
O -1.878 1.210 -0.951
H -2.321 1.185 -1.799
H -2.430 1.774 -0.409
```

Values from the calculation:
Expectation value of S²: 0.751
Energy relative to the best compared isomer or geometry (same formula, charge and spin) in kcal/mol: 0.0
Spin multiplicity: 2
Charge: +1

Löwdin population analysis, charges in e, atoms 1 to 5:
1. Hg 1.06
2. O -0.11
3. H 0.06
4. H 0.05
5. O -0.10